{
  "formula": "C2H8Cl2Si3",
  "method": "ωB97M-V/def2-TZVPD",
  "energy_ha": -1869.93202,
  "smiles": "Cl[Si@@H]1C[SiH2]C[Si@@H]1Cl",
  "mol_weight_g_mol": 187.25,
  "e_above_lowest_kcal_mol": 6.2,
  "gap_ev": 9.87,
  "total_charge": 0,
  "homo_ev": -9.526,
  "max_force_ev_per_a": 5.035,
  "species": ["H", "Cl", "H", "C", "H", "H", "Si", "Si", "H", "H", "H", "Si", "H", "C", "Cl"],
  "coordinates": [[-0.73567, 1.96934, 0.59575], [2.80512, 1.33272, -1.54600], [1.05168, 2.13429, 0.95515], [-0.12337, -1.23192, -0.69845], [0.05341, -1.08693, 1.98606], [2.01565, -0.50447, 0.60577], [0.73311, 1.63090, -1.49668], [-0.56354, -0.16519, -2.18858], [-1.17533, -1.62392, -0.58462], [-2.02211, -0.13387, -2.21012], [0.62391, -2.07818, -0.82475], [0.67846, -0.36128, 0.80092], [0.52960, 2.99743, -2.02206], [0.24179, 1.54161, 0.32120], [0.11162, -1.01629, -3.85343]]
}

=====

{
  "formula": "C2H8ClMgO2",
  "method": "ωB97M-V/def2-TZVPD",
  "energy_ha": -891.46395,
  "mol_weight_g_mol": 123.84,
  "e_above_lowest_kcal_mol": 0.0,
  "gap_ev": 4.22,
  "total_charge": 1,
  "homo_ev": -12.860,
  "max_force_ev_per_a": 2.645,
  "species": ["Mg", "H", "C", "Cl", "H", "H", "O", "H", "O", "H", "H", "C", "H", "H"],
  "coordinates": [[-1.41231, 1.51209, -2.97792], [-0.39180, -1.63150, 2.13911], [-1.58543, 0.10320, 1.88358], [0.41984, 1.50645, -1.68289], [-1.38156, 0.57233, 2.84611], [2.80917, -0.66582, -3.76378], [0.77140, -0.15989, 1.43975], [-0.70336, -1.36537, 0.50475], [3.06963, -0.28812, -2.92370], [0.77149, 0.33644, 0.61801], [-2.56548, -0.34924, 2.03498], [-0.45049, -0.81987, 1.41392], [-1.71924, 0.92252, 1.17725], [2.36808, 0.32672, -2.70916]]
}

=====

{
  "formula": "C2H8F2InNO7S2",
  "method": "ωB97M-V/def2-TZVPD",
  "energy_ha": -1848.35263,
  "mol_weight_g_mol": 375.03,
  "e_above_lowest_kcal_mol": 15.1,
  "gap_ev": 4.52,
  "total_charge": 0,
  "homo_ev": -10.599,
  "max_force_ev_per_a": 7.556,
  "species": ["C", "O", "H", "H", "O", "H", "H", "F", "H", "H", "N", "O", "S", "H", "S", "O", "In", "O", "F", "C", "O", "O", "H"],
  "coordinates": [[1.32021, -1.33286, 2.47507], [-3.76539, 0.35556, -0.43489], [3.36551, -2.07109, 2.10050], [3.66188, 2.54608, -2.39083], [0.92642, -1.04518, 1.13903], [2.56680, -2.76818, 3.51530], [1.49972, -0.47049, 3.11808], [-1.74302, 3.91711, -1.89698], [0.42940, -1.81134, 0.83587], [0.38458, -1.66950, 2.93642], [-1.52441, 1.60207, -1.37571], [0.53210, -1.43637, -1.73772], [-2.65123, 2.66258, -1.50633], [2.10244, -3.30854, 1.95422], [-2.58690, 0.25897, -1.25392], [-3.26634, 3.15280, -0.28712], [1.16983, 1.19287, -0.78155], [-2.63946, -0.59829, -2.42755], [-1.65665, -0.59443, -0.25043], [2.40962, -2.41262, 2.49500], [3.30011, 2.90802, -1.56400], [-3.43160, 2.53582, -2.71600], [-0.40361, -1.61298, -1.94646]]
}

=====

{
  "formula": "C2H8InO2",
  "method": "ωB97M-V/def2-TZVPD",
  "energy_ha": -420.06560,
  "mol_weight_g_mol": 178.90,
  "e_above_lowest_kcal_mol": 33.7,
  "gap_ev": 3.15,
  "total_charge": 3,
  "homo_ev": -23.322,
  "max_force_ev_per_a": 1.444,
  "species": ["H", "H", "In", "H", "O", "H", "C", "H", "H", "H", "O", "H", "C"],
  "coordinates": [[-1.21618, -0.75699, 3.66853], [3.27472, -0.02342, -2.33653], [0.60906, 0.48575, 0.60192], [-2.54802, -0.91563, 1.24191], [1.50059, 0.92039, -2.07511], [-2.86411, -1.24304, 3.28878], [2.38045, 0.23887, -2.89946], [0.73191, 1.22300, -2.61847], [2.65516, 0.98184, -3.72587], [-2.44820, 0.55692, 3.44971], [-1.89460, -0.33575, 1.70159], [1.94863, -0.67265, -3.38461], [-2.12942, -0.45931, 3.08761]]
}

=====

{
  "formula": "C2H8N2",
  "method": "ωB97M-V/def2-TZVPD",
  "energy_ha": -190.47071,
  "smiles": "[H]/N=C/N.C",
  "mol_weight_g_mol": 60.10,
  "e_above_lowest_kcal_mol": 17.7,
  "gap_ev": 9.98,
  "total_charge": 0,
  "homo_ev": -9.057,
  "max_force_ev_per_a": 2.929,
  "species": ["N", "H", "H", "H", "C", "H", "H", "H", "C", "N", "H", "H"],
  "coordinates": [[0.23376, -1.81248, 0.12305], [-0.15475, 1.26454, -1.18106], [-2.25394, 0.17284, 0.49214], [-0.07076, -0.22467, 1.29840], [0.70817, 1.51414, -0.54995], [1.32568, 2.21267, -1.11205], [0.16408, 2.02726, 0.25313], [0.13414, -2.12949, -0.82117], [-0.65763, -0.97082, 0.74871], [-1.83146, -0.73099, 0.37358], [1.28240, 0.68098, -0.17768], [1.12032, -2.00398, 0.55291]]
}

=====

{
  "formula": "C2H8N2",
  "method": "ωB97M-V/def2-TZVPD",
  "energy_ha": -190.48563,
  "smiles": "C=CN.N",
  "mol_weight_g_mol": 60.10,
  "e_above_lowest_kcal_mol": 8.3,
  "gap_ev": 8.53,
  "total_charge": 0,
  "homo_ev": -7.655,
  "max_force_ev_per_a": 1.018,
  "species": ["H", "H", "C", "N", "H", "H", "H", "H", "C", "N", "H", "H"],
  "coordinates": [[0.37320, 0.00057, 1.69349], [-1.43003, 0.07688, -0.64092], [-2.27868, -0.58682, 1.19051], [-0.04659, 0.26743, 0.81406], [0.59629, 0.55434, 0.09574], [1.92629, 1.15357, -2.02144], [-2.16338, -0.86983, 2.22805], [2.19667, -0.48288, -2.02267], [-1.30860, -0.11049, 0.42100], [2.22714, 0.36191, -1.47576], [3.14131, 0.54109, -1.09130], [-3.23362, -0.90578, 0.80925]]
}

=====

{
  "formula": "C2H8N2",
  "method": "ωB97M-V/def2-TZVPD",
  "energy_ha": -190.47275,
  "smiles": "NCCN",
  "mol_weight_g_mol": 60.10,
  "e_above_lowest_kcal_mol": 16.4,
  "gap_ev": 10.08,
  "total_charge": 0,
  "homo_ev": -8.909,
  "max_force_ev_per_a": 2.203,
  "species": ["N", "H", "H", "C", "N", "H", "H", "H", "C", "H", "H", "H"],
  "coordinates": [[-0.92663, 1.62996, -0.38034], [0.32563, -2.57190, 0.72453], [-0.15110, -0.13539, 1.41272], [-0.17251, -0.62781, 0.41071], [0.79356, -1.71213, 0.34046], [1.08331, 1.02227, -0.69157], [-0.87159, 2.22452, -1.22434], [-1.24420, -1.04759, 0.42715], [0.04969, 0.54811, -0.60624], [-0.16652, 0.16591, -1.58074], [1.78518, -1.61614, 0.70240], [-0.50481, 2.12020, 0.46524]]
}

=====

{
  "formula": "C2H8N2",
  "method": "ωB97M-V/def2-TZVPD",
  "energy_ha": -190.13256,
  "multiplicity": 2,
  "mol_weight_g_mol": 60.10,
  "e_above_lowest_kcal_mol": 50.7,
  "gap_ev": [10.59, 6.92],
  "total_charge": 1,
  "homo_ev": [-16.093, -16.093],
  "max_force_ev_per_a": 3.525,
  "species": ["N", "H", "H", "H", "C", "H", "N", "H", "C", "H", "H", "H"],
  "coordinates": [[0.56399, 1.33464, -0.47144], [0.26486, 0.10837, 1.85368], [1.02275, 1.66776, -1.32861], [-1.99804, -1.34204, -1.84996], [1.28485, 0.36143, 0.06955], [2.04652, -0.07467, -0.57856], [1.17033, 0.24753, 1.39768], [-2.05258, -0.77031, -0.18251], [-2.47451, -1.48843, -0.88288], [1.77482, -0.51808, 1.70255], [-3.54563, -1.32614, -0.98050], [-2.39701, -2.48045, -0.44330]]
}

=====

{
  "formula": "C2H8N2O",
  "method": "ωB97M-V/def2-TZVPD",
  "energy_ha": -265.59526,
  "smiles": "CCNON",
  "mol_weight_g_mol": 76.10,
  "e_above_lowest_kcal_mol": 117.9,
  "gap_ev": 10.29,
  "total_charge": 0,
  "homo_ev": -9.186,
  "max_force_ev_per_a": 3.360,
  "species": ["H", "H", "C", "H", "H", "H", "O", "C", "H", "H", "N", "N", "H"],
  "coordinates": [[-0.18610, -1.37059, 0.07699], [2.53626, -1.17325, 0.10643], [1.71578, -0.46431, -0.17246], [-2.96627, 1.17871, -0.86354], [0.50933, -0.67227, 1.70968], [2.16901, 0.51186, -0.18832], [-0.90673, 1.00913, -0.68443], [0.35139, -0.53074, 0.62411], [0.17441, 1.44647, 1.04963], [-2.16138, -0.28529, -0.16619], [-0.50609, 0.67589, 0.64047], [-2.18665, 0.37195, -0.97640], [1.45704, -0.69755, -1.15597]]
}

=====

{
  "formula": "C2H8N2O",
  "method": "ωB97M-V/def2-TZVPD",
  "energy_ha": -265.71402,
  "smiles": "[H]/N=C/NC.O",
  "mol_weight_g_mol": 76.10,
  "e_above_lowest_kcal_mol": 43.4,
  "gap_ev": 9.78,
  "total_charge": 0,
  "homo_ev": -8.858,
  "max_force_ev_per_a": 2.431,
  "species": ["H", "H", "H", "N", "H", "C", "H", "H", "N", "H", "O", "H", "C"],
  "coordinates": [[0.93756, -0.29498, -1.77921], [-0.73359, 2.24323, -1.42295], [-1.84881, 1.15161, -0.42988], [1.67662, -0.99548, -0.02984], [-0.10044, -1.42760, 1.77178], [-0.91047, 1.25292, -0.98004], [0.18387, 0.61485, 0.85194], [2.55695, -1.22548, -0.46895], [0.20502, 0.85159, -0.13874], [-1.38747, -1.55939, 2.57894], [-0.54866, -1.06218, 2.54332], [-1.02976, 0.56188, -1.81252], [0.99918, -0.11098, -0.68386]]
}